*a*
Molecular formula: C30H24ClF3N4O2S5Sr
Method: DFT, ωB97M-V/def2-TZVPD

```
! wB97M-V def2-TZVPD RIJCOSX def2/J DEFGRID3
* xyz -2 1
Sr 0.749 0.133 0.367
Cl 1.627 7.258 2.544
S 4.203 3.467 -1.237
S -2.153 -0.698 1.843
S 1.328 -2.150 3.175
S 3.241 1.609 0.909
S 3.039 0.819 -1.964
F -0.324 -6.526 -3.148
F 1.235 -5.881 -4.512
F -0.732 -4.991 -4.625
O -1.056 -1.173 0.918
O -0.102 1.714 1.638
N -0.865 -0.106 -1.873
N 1.369 -2.371 -1.067
N -0.608 -0.604 4.198
N 0.243 2.232 -1.088
C 3.545 1.961 -0.760
C 0.369 3.437 -0.659
C 0.556 2.455 -4.809
C -0.547 0.497 6.328
C -0.615 0.445 -4.229
C -3.604 -0.765 0.757
C 1.160 5.584 2.242
C 1.084 4.685 3.317
C 0.713 -0.069 6.560
C 1.690 -2.307 -2.359
C 0.202 -5.449 -3.765
C 0.701 2.778 -3.446
C 0.692 -3.429 -0.628
C 0.891 5.158 0.972
C 0.178 1.977 -2.462
C 0.684 3.393 3.103
C 0.622 -4.387 -2.799
C 0.604 -1.151 4.382
C 1.334 -3.300 -3.264
C -2.603 -2.162 2.771
C -1.704 -1.593 -3.555
C -0.112 1.333 -5.209
C -0.451 0.751 -2.855
C 0.349 2.906 1.805
C 0.293 -4.468 -1.463
C 0.516 3.827 0.723
C -1.459 -1.222 -2.215
C 1.283 -0.878 5.608
C -1.147 0.193 5.126
C -1.272 -0.763 -4.549
H -0.238 1.093 -6.260
H 0.639 2.685 3.924
H -4.491 -0.462 1.323
H -0.254 -5.316 -1.075
H -3.407 -0.047 -0.044
H 1.297 3.637 -3.163
H -1.733 -2.407 3.385
H -3.728 -1.769 0.341
H 1.241 0.144 7.484
H 1.009 5.839 0.135
H 1.605 -3.216 -4.310
H 0.365 4.267 -1.373
H -1.746 -1.876 -1.393
H -1.411 -1.029 -5.594
H 0.459 -3.436 0.437
H 0.998 3.111 -5.551
H -2.200 -2.530 -3.779
H 1.359 5.021 4.311
H -2.808 -2.962 2.055
H -2.121 0.612 4.867
H 2.263 -1.314 5.750
H -3.478 -1.943 3.395
H -1.024 1.153 7.045
H 2.257 -1.427 -2.660
*
```

* orbital gap: 0.1499 Eh

=====

*b*
Molecular formula: C30H24ClF3N4O2S5Sr
Method: DFT, ωB97M-V/def2-TZVPD

```
! wB97M-V def2-TZVPD RIJCOSX def2/J DEFGRID3
* xyz -2 1
Sr 0.727 -0.206 1.105
Cl -4.705 -0.596 6.364
S 3.639 -1.167 3.022
S 0.272 5.006 1.565
S 2.625 -3.289 0.454
S 2.048 2.678 0.878
S -0.479 2.235 2.409
F -3.078 4.559 -4.062
F -1.112 4.850 -4.916
F -2.272 3.109 -5.453
O -0.300 -1.559 2.621
O 2.445 -0.336 2.686
N -2.040 -0.643 0.601
N -0.436 -1.440 -1.413
N 2.909 -0.800 -0.452
N -0.198 1.651 -1.250
C -1.072 -1.346 4.838
C -0.247 2.320 -3.545
C -1.333 3.148 -3.281
C 4.418 -0.248 4.337
C -3.387 -0.835 5.223
C -1.668 -0.965 -1.755
C -3.342 -0.272 -3.398
C 0.353 -1.857 -2.363
C 3.292 -2.085 -0.597
C 4.189 -2.422 -1.640
C -4.131 0.194 -2.391
C -1.243 -1.275 3.417
C -3.727 0.076 -1.042
C -2.536 -0.516 -0.705
C 0.618 3.346 1.601
C -1.949 3.917 -4.412
C -1.209 2.476 -1.000
C -2.880 -0.776 1.560
C -2.087 -0.858 -3.092
C 0.011 -1.823 -3.739
C -1.812 3.247 -1.991
C -2.105 -1.128 5.707
C 4.641 -1.458 -2.506
C -2.555 -0.918 2.963
C 0.282 1.599 -2.492
C 4.228 -0.134 -2.341
C -3.603 -0.735 3.876
C 3.372 0.132 -1.290
C 2.983 -2.525 3.986
C -1.198 -1.313 -4.096
H -4.347 0.505 -0.267
H 3.023 1.140 -1.081
H -0.078 -1.570 5.203
H -4.593 -0.495 3.503
H 3.648 0.039 5.053
H 4.565 0.664 -2.988
H -2.635 3.900 -1.738
H 3.702 -3.342 4.000
H -3.638 -0.170 -4.436
H 2.089 -2.828 3.443
H -5.072 0.681 -2.615
H 4.488 -3.457 -1.738
H 0.166 2.225 -4.540
H 5.318 -1.729 -3.311
H 2.726 -2.187 4.990
H -1.944 -1.178 6.778
H -3.957 -0.809 1.342
H 4.850 0.644 3.890
H 1.123 0.935 -2.657
H 5.195 -0.855 4.803
H 1.316 -2.243 -2.053
H -1.526 2.523 0.039
H -1.492 -1.234 -5.137
H 0.725 -2.175 -4.472
*
```

* orbital gap: 0.1668 Eh

=====

Which structure is the most stable? The one labeled *b*.

=====

*a*
Molecular formula: C5H14NS2
Method: DFT, ωB97M-V/def2-TZVPD

```
! wB97M-V def2-TZVPD RIJCOSX def2/J DEFGRID3
* xyz 1 1
S -0.334 -0.467 -0.782
S 0.663 0.762 0.609
N -2.809 1.435 -1.915
C -3.475 -0.242 1.430
C 2.106 -0.341 1.015
C -2.955 -1.469 1.496
C 3.306 -0.371 -1.176
C 3.306 0.117 0.229
H 1.786 -1.381 0.425
H 3.686 -1.348 -1.368
H -3.010 2.416 -2.013
H -1.854 1.334 -1.494
H -3.112 0.408 0.540
H 3.731 0.204 -1.908
H -4.343 0.032 2.029
H -3.417 -2.023 2.348
H 2.357 -0.267 2.083
H 3.396 1.211 0.290
H -2.163 -1.820 0.854
H 2.281 -0.512 -1.543
H 4.205 -0.203 0.815
H -2.870 1.011 -2.844
*
```

* orbital gap: 0.1578 Eh

=====

*b*
Molecular formula: C5H14NS2
Method: DFT, ωB97M-V/def2-TZVPD

```
! wB97M-V def2-TZVPD RIJCOSX def2/J DEFGRID3
* xyz 1 1
S -0.948 -1.402 -1.635
S -0.088 0.035 -2.882
N 0.355 0.121 0.713
C -0.463 0.866 2.940
C 0.314 -2.705 -1.625
C 1.481 -0.491 0.731
C 0.142 1.291 1.627
C -1.044 1.522 -2.339
H -0.540 1.937 1.063
H 1.129 1.781 1.722
H -0.956 1.644 -1.248
H -0.743 1.731 3.578
H -0.430 -0.213 0.116
H 0.286 -3.257 -0.672
H 0.159 -3.399 -2.446
H 0.204 0.182 3.478
H -2.085 1.564 -2.664
H 2.137 -0.379 1.532
H -0.491 2.362 -2.803
H 1.620 -1.231 -0.114
H -1.370 0.317 2.684
H 1.329 -2.275 -1.756
*
```

* orbital gap: 0.2612 Eh

=====

Which structure is the most stable? The one labeled *b*.

=====

*a*
Molecular formula: C2H2NO2S2
Method: DFT, ωB97M-V/def2-TZVPD

```
! wB97M-V def2-TZVPD RIJCOSX def2/J DEFGRID3
* xyz -1 1
S 2.073 -0.696 1.352
S -2.301 0.162 0.774
O -2.591 1.559 0.259
O 0.209 -1.370 -1.539
N -1.214 -0.542 -0.056
C -0.025 -0.706 -0.535
C 1.138 0.179 0.071
H 0.848 1.103 0.472
H 1.863 0.311 -0.798
*
```

* orbital gap (alpha / beta): 0.1757 / 0.1755 Eh

=====

*b*
Molecular formula: C2H2NO2S2
Method: DFT, ωB97M-V/def2-TZVPD

```
! wB97M-V def2-TZVPD RIJCOSX def2/J DEFGRID3
* xyz -1 1
S 1.538 -2.115 -0.303
S -2.990 0.602 0.319
O -0.740 -1.076 0.137
O -0.782 1.348 -0.920
N 1.177 0.258 0.470
C -1.554 0.648 -0.396
C 0.511 -0.950 0.132
H 2.185 0.176 0.474
H 0.654 1.111 0.087
*
```

* orbital gap: 0.2617 Eh

=====

Which structure is the most stable? The one labeled *b*.